Entry 1:
Formula: C42H98O21
Source: the OMol25 dataset
Level of theory: wB97M-V/def2-TZVPD

Geometry as ORCA input:
```
! wB97M-V def2-TZVPD RIJCOSX def2/J DEFGRID3
* xyz 0 1
H -20.92404 -2.25549 -10.87814
O -25.27349 -7.59185 -7.23798
C -20.78082 -4.05099 -7.74708
H -25.14736 -3.21630 -10.40627
H -23.61543 -8.63001 -1.54882
C -22.39031 -7.28357 -2.73659
H -24.83299 0.19949 -8.03182
H -21.90060 1.77823 -2.61941
H -29.72728 -3.34852 -10.51795
H -22.82207 -2.15425 -6.14501
C -24.68185 -1.47676 -0.48020
C -21.04355 -9.21670 -2.39445
C -22.66015 -4.40470 -11.98077
C -25.97445 0.63302 -10.42174
C -24.63140 -3.39288 -11.36186
H -26.80337 0.86176 -11.10384
H -23.74971 -2.73788 -8.42589
O -19.50421 -4.19540 -3.22535
C -20.46784 0.92834 -6.99890
H -23.46233 -3.07058 0.13155
H -20.24380 -2.38938 -4.01325
H -23.49705 -5.96641 -13.11446
C -18.70936 -4.33099 -6.67250
H -22.77852 0.62423 -5.55874
H -20.10796 -1.11670 -9.76991
C -23.74809 -7.40211 -9.07786
H -24.18290 -1.07539 -6.33317
H -23.42850 -0.53526 -4.00352
C -23.75694 -4.93360 -12.88509
C -29.76492 -3.06500 -8.43530
H -25.74940 -4.75419 -5.55966
O -30.30600 -4.07409 -2.26873
C -24.40725 -2.85397 -7.55016
C -21.60675 -3.28801 -2.50107
H -22.55510 -2.80700 -2.84866
O -20.11717 -0.66823 -11.79673
C -19.01357 -5.61723 -7.47767
H -25.54963 -0.88546 -0.16030
H -24.67666 -9.53118 -7.39840
O -20.95787 -0.02216 -2.96654
H -21.85068 -3.98606 -12.58513
C -23.89740 -2.12350 -6.31530
H -24.17339 -2.21852 1.49699
H -25.12983 2.42964 -7.74700
H -19.42713 -6.35834 -6.78963
O -21.67659 0.28316 -7.28740
H -22.43687 0.35803 -1.67190
C -30.85406 -3.36678 -3.32439
H -21.44649 -4.39482 -6.93235
C -25.89770 1.99906 -8.38434
H -18.65825 0.68696 -5.89535
H -23.99894 -4.92314 -5.34110
O -23.22287 -3.30281 -11.22448
C -25.44612 1.99184 -9.82697
C -19.42190 0.05228 -6.37381
C -22.11397 0.70542 -2.67213
H -27.76225 -4.95061 -3.46468
H -23.78514 -0.83837 -0.52530
H -25.78947 -2.42070 -5.28770
H -21.17012 -10.29875 -2.56753
H -19.27389 -1.67029 -7.33024
C -25.86456 -5.40029 -2.52739
H -27.65022 -4.61069 -10.50003
H -18.13768 -6.07624 -7.95325
C -29.89192 -3.32465 -4.55810
H -21.07582 -3.87015 -4.49342
H -27.70903 -2.99622 -2.92941
H -19.17384 -0.79406 -11.69836
H -22.52267 -0.44534 -11.46213
O -19.66824 -3.32631 -7.12359
H -18.83950 -4.47038 -5.58355
H -31.80540 -3.83566 -3.57616
O -21.16239 -2.50131 -1.42552
H -21.34040 -3.42706 -8.44697
O -28.78557 -2.54357 -4.32747
H -23.74564 -7.98775 -9.99351
H -25.37421 -2.44425 -7.90248
H -28.02371 -5.77228 -8.16912
O -18.88417 -0.78991 -7.44377
H -19.96848 -8.99780 -2.39749
H -28.59943 -2.08602 -9.98169
H -25.22690 -4.69361 -3.05763
H -18.73612 -3.69179 -2.93775
C -22.74482 -7.96065 -1.39037
C -27.29337 -4.81153 -2.48207
H -25.36962 -6.12270 -8.72495
H -23.97894 -8.73015 -5.99506
H -25.20960 0.09212 -10.98700
O -24.85755 -1.97631 -1.78496
H -24.99423 -5.53561 -11.22602
H -20.77543 -1.69463 -1.81336
H -21.09721 -8.05872 -4.25615
H -21.84085 -4.31304 -2.15761
C -22.02560 -0.40872 -10.48816
C -23.25517 0.50040 -3.70124
C -21.77144 -8.45549 -3.48902
O -21.64361 -8.87824 -1.14440
H -24.35035 2.00538 -9.81480
H -23.26499 -6.44258 -9.30006
H -26.83824 2.53386 -8.20619
H -22.53462 -9.05913 -3.97845
C -23.05719 -8.15630 -7.90194
H -27.93352 -5.33567 -1.76550
H -21.22330 1.39159 -10.75498
H -25.90482 -7.80071 -9.12987
C -24.97183 -4.74610 -11.99513
H -25.76931 2.85899 -10.40554
H -24.44048 -2.82371 -4.27848
H -31.07005 -2.33486 -2.99179
C -24.77925 -4.30937 -5.82305
C -25.17895 -7.18981 -8.56386
C -27.93582 -4.12763 -9.57558
C -20.59063 -3.36085 -3.65949
C -28.71795 -5.14089 -8.74326
O -25.47267 -3.55108 0.61383
H -25.32606 -4.24784 -0.04239
C -20.74533 -1.19702 -10.66089
H -22.71931 -0.81694 -9.74738
H -22.88149 -7.32756 -0.51493
H -19.74216 -5.01228 -9.43695
H -23.89761 -4.38187 -13.81828
C -28.99417 -3.07504 -9.75124
H -20.00853 1.33974 -7.90758
H -27.04232 -3.70980 -9.10502
H -28.25096 -2.54647 -5.12524
H -21.67838 -6.46487 -2.55566
H -25.66536 -2.51939 -1.80110
H -19.88534 -0.57823 -5.59227
H -25.86035 -6.35987 -3.06010
C -24.78813 -2.84882 -5.30748
H -20.23808 0.57264 -2.73668
H -25.91662 -6.14482 -0.75453
H -29.32616 -2.28636 -7.79422
O -22.97070 1.25027 -4.85094
O -25.27684 -5.62564 -1.24197
C -24.22645 -8.59465 -7.05076
O -21.75643 0.92460 -10.09395
H -24.16503 0.84692 -3.18866
H -23.30941 -6.90331 -3.20532
H -26.41669 0.16089 -7.25071
H -22.41735 -7.54693 -7.26814
H -29.60634 -4.35851 -4.78583
H -25.90569 -4.72705 -12.57157
C -20.15873 -5.23673 -8.45463
H -22.49476 -9.06806 -8.13146
H -30.41306 -2.92117 -5.43826
O -27.34759 -3.46799 -2.17093
H -20.91903 -6.00239 -8.58444
H -24.95754 -2.63178 -12.09988
O -26.42618 -0.14716 -9.31506
O -29.48087 -4.36907 -7.81721
H -20.70218 1.75463 -6.31116
H -30.83288 -2.84910 -8.58136
H -29.51444 -3.61359 -1.95206
H -29.35301 -5.79058 -9.35919
H -17.70777 -3.99599 -6.92334
H -22.29764 -5.21415 -11.32480
C -25.89142 0.48918 -8.14411
C -24.38990 -2.60250 0.49396
O -24.62112 -4.21901 -7.24437
H -21.97427 0.63441 -8.13881
*
```

Values from the calculation:
Energy above the lowest of the compared OMol25 structures with the same formula, charge and spin: 0.0 kcal per mole
Gap between HOMO and LUMO: 9.74 eV

Results of the Mulliken charge analysis, in e, for atoms 1 through 8: atom 1 (H): -0.121, atom 2 (O): -0.425, atom 3 (C): 0.971, atom 4 (H): -0.553, atom 5 (H): 0.305, atom 6 (C): 0.670, atom 7 (H): -0.751, atom 8 (H): 0.485



Entry 2:
Formula: C3H9N3O2S
Source: the OMol25 dataset
Level of theory: wB97M-V/def2-TZVPD

Geometry as ORCA input:
```
! wB97M-V def2-TZVPD RIJCOSX def2/J DEFGRID3
* xyz 0 1
H 1.03398 -0.76921 2.43501
H 1.22959 -2.98349 0.25773
H -1.27037 -0.66760 -0.94546
N -1.06465 1.80951 -1.12540
H -1.82298 2.41940 -0.73599
H -0.22718 -2.84208 -0.75646
H -0.23046 2.26751 -1.60460
H 1.33474 -2.23969 -1.41080
C -0.57231 1.10197 -0.01599
C 0.60727 -0.92137 -0.04371
C 0.76981 -2.30656 -0.45547
H -1.45186 0.36773 1.80723
N -0.42888 -0.30409 -0.52652
O 0.71946 1.44121 0.36663
S 1.89464 0.25971 0.69446
H -1.86760 1.98480 1.38077
N -1.57565 1.02375 0.99735
O 2.92244 0.35851 -0.31876
*
```

Values from the calculation:
Energy above the lowest of the compared OMol25 structures with the same formula, charge and spin: 83.9 kcal per mole
Gap between HOMO and LUMO (spin up / spin down): 6.82 / 6.79 eV

Results of the Mulliken charge analysis, in e, for atoms 1 through 8: atom 1 (H): -0.126, atom 2 (H): 0.333, atom 3 (H): 0.256, atom 4 (N): -0.564, atom 5 (H): 0.258, atom 6 (H): 0.293, atom 7 (H): 0.286, atom 8 (H): 0.296



Entry 3:
Formula: C10H11NOS
Source: the OMol25 dataset
Level of theory: wB97M-V/def2-TZVPD

Geometry as ORCA input:
```
! wB97M-V def2-TZVPD RIJCOSX def2/J DEFGRID3
* xyz 0 1
O 3.09753 0.51149 -2.53448
C 3.58219 1.29079 -1.43534
C 0.01376 -0.04521 0.15586
C -1.89397 1.00799 1.27803
S 2.27564 1.50730 -0.26493
H -0.20494 -2.18715 -0.27748
C -3.94836 -0.11983 1.91769
H -0.16028 2.03503 0.97805
H 2.67215 -1.41050 -3.12446
H 4.03473 2.28591 -1.75671
H -2.64217 -2.18505 0.63347
H -3.67191 -0.45419 2.92767
C -0.58876 1.05629 0.86238
C -2.05973 -1.25816 0.63959
H 4.55386 0.83376 -0.98680
H -4.68418 -0.89661 1.49716
H -4.68972 0.77371 1.96125
C 2.96024 -0.91489 -2.13286
N 1.81990 -1.01948 -1.19450
C -2.62017 -0.09481 1.23520
H -2.25375 1.92177 1.71174
H 3.85925 -1.36283 -1.69643
C 1.33518 -0.00295 -0.53198
C -0.78647 -1.27239 0.13783
*
```

Values from the calculation:
Energy above the lowest of the compared OMol25 structures with the same formula, charge and spin: 54.8 kcal per mole
Gap between HOMO and LUMO: 8.88 eV

Results of the Mulliken charge analysis, in e, for atoms 1 through 8: atom 1 (O): -0.374, atom 2 (C): -0.250, atom 3 (C): 0.303, atom 4 (C): -0.583, atom 5 (S): -0.189, atom 6 (H): 0.318, atom 7 (C): -1.284, atom 8 (H): 0.290